Entry 1:
Molecular formula: C13H24Cl2HoNO4P2
Method: DFT, ωB97M-V with the def2-TZVPD basis set

Output
orbital gap (spin up / spin down) = 4.232 / 4.260 eV
relative energy (zero: lowest compared OMol25 entry of this formula, charge and spin) = 3.182 eV
charge = +2
F_max = 3.5 eV/Å
multiplicity = 5
HOMO (spin up / spin down) = -12.151 / -12.167 eV
electronic energy = -3416.1503 a.u.

Cartesian coordinates (Å):
1 Ho 0.117 0.822 0.414
2 P 2.332 -1.022 0.806
3 C 2.242 -1.323 -0.914
4 C 1.043 -1.527 -1.627
5 N -0.122 -0.916 -1.161
6 C -1.271 -1.375 -1.708
7 C -1.301 -2.362 -2.689
8 C -0.116 -2.898 -3.185
9 C 1.056 -2.459 -2.668
10 C -2.580 -0.817 -1.249
11 P -2.500 0.810 -0.444
12 H 2.037 -2.788 -2.988
13 H -2.241 -2.722 -3.060
14 H -0.099 -3.670 -3.933
15 H -3.318 -0.737 -2.051
16 H -3.049 -1.467 -0.498
17 H 2.413 0.544 -1.428
18 H 3.243 -1.465 -1.390
19 H 0.613 3.491 -0.585
20 O 1.928 1.370 -1.207
21 H 1.736 1.716 -2.099
22 H 0.362 2.966 2.350
23 O -0.302 3.188 -0.613
24 H -0.752 3.817 -0.011
25 C -2.854 1.925 -1.846
26 H -3.825 1.683 -2.295
27 H -2.877 2.978 -1.534
28 H -2.081 1.819 -2.617
29 C -4.066 0.917 0.474
30 H -3.986 1.680 1.263
31 H -4.914 1.182 -0.174
32 H -4.278 -0.044 0.959
33 C 2.387 -2.792 1.218
34 H 3.374 -3.223 1.023
35 H 2.132 -2.950 2.261
36 H 1.658 -3.333 0.611
37 C 4.043 -0.464 1.212
38 H 4.068 -0.108 2.257
39 H 4.764 -1.287 1.101
40 H 4.329 0.370 0.559
41 Cl 1.767 1.876 5.009
42 C 0.075 1.468 4.553
43 Cl -1.042 2.862 4.819
44 C -0.020 1.204 3.126
45 O -0.673 0.361 2.492
46 O 0.795 2.078 2.286
47 H -0.245 0.623 5.180

Here are the Löwdin charges for atoms 1 to 2, given in e: number 1, Ho, carries 1.477; number 2, P, carries 0.769


Entry 2:
Molecular formula: C13H24Cl2MoNO4P2
Method: DFT, ωB97M-V with the def2-TZVPD basis set

Output
orbital gap (spin up / spin down) = 4.637 / 5.425 eV
relative energy (zero: lowest compared OMol25 entry of this formula, charge and spin) = 0.000 eV
charge = +3
F_max = 4.2 eV/Å
multiplicity = 3
HOMO (spin up / spin down) = -19.031 / -19.037 eV
electronic energy = -2535.6807 a.u.

Cartesian coordinates (Å):
1 Mo 0.094 0.457 0.446
2 P -1.114 -0.809 2.189
3 C -1.724 -2.035 0.993
4 C -2.200 -1.469 -0.318
5 N -1.560 -0.377 -0.759
6 C -1.877 0.116 -1.970
7 C -2.891 -0.440 -2.744
8 C -3.537 -1.580 -2.311
9 C -3.169 -2.108 -1.087
10 C -1.021 1.227 -2.497
11 P 0.616 1.310 -1.709
12 H -3.600 -3.029 -0.716
13 H -3.130 0.005 -3.700
14 H -4.304 -2.052 -2.912
15 H -0.820 1.116 -3.574
16 H -1.459 2.221 -2.305
17 H -0.841 -2.698 0.826
18 H -2.526 -2.569 1.526
19 H 3.252 -2.666 -0.741
20 O 2.355 -3.047 -0.678
21 H 2.475 -4.021 -0.656
22 H 4.401 -0.144 -0.240
23 O 4.168 -0.570 -1.094
24 H 4.954 -0.493 -1.673
25 C 1.648 0.324 -2.810
26 H 1.610 0.769 -3.815
27 H 2.665 0.252 -2.394
28 H 1.204 -0.681 -2.803
29 C 1.119 3.037 -1.850
30 H 2.118 3.120 -1.392
31 H 1.135 3.371 -2.899
32 H 0.392 3.621 -1.261
33 C -2.618 -0.117 2.928
34 H -3.145 -0.900 3.497
35 H -2.302 0.712 3.578
36 H -3.244 0.263 2.107
37 C -0.318 -1.778 3.490
38 H 0.244 -1.081 4.124
39 H -1.068 -2.327 4.077
40 H 0.369 -2.469 2.979
41 Cl 1.069 2.875 4.320
42 C 2.217 2.931 2.955
43 Cl 3.870 2.582 3.460
44 C 1.614 1.961 1.889
45 O 0.568 2.445 1.317
46 O 2.119 0.818 1.699
47 H 2.194 3.931 2.506

Here are the Löwdin charges for atoms 1 to 2, given in e: number 1, Mo, carries 1.627; number 2, P, carries 0.779


Entry 3:
Molecular formula: C13H24Cl3NO3P
Method: DFT, ωB97M-V with the def2-TZVPD basis set

Output
orbital gap (spin up / spin down) = 8.034 / 7.733 eV
relative energy (zero: lowest compared OMol25 entry of this formula, charge and spin) = 6.858 eV
F_max = 9.3 eV/Å
multiplicity = 2
HOMO (spin up / spin down) = -8.371 / -8.371 eV
electronic energy = -2511.8646 a.u.

Cartesian coordinates (Å):
1 C 2.363 -3.115 1.346
2 P 1.716 -1.612 2.319
3 O 2.965 -1.060 3.456
4 C 1.406 -0.077 1.188
5 C 2.612 1.016 1.381
6 C 4.083 0.540 0.835
7 O 4.620 -0.677 0.935
8 Cl 5.124 1.896 0.025
9 C 1.289 -0.424 -0.406
10 C -0.274 -0.514 -0.931
11 C -1.072 -1.869 -0.402
12 C -0.158 -0.712 -2.589
13 N -1.082 0.744 -0.730
14 O -2.380 0.596 -1.048
15 C -0.858 1.412 0.598
16 C -0.258 2.929 0.271
17 C -2.351 1.702 1.293
18 C -0.006 0.573 1.704
19 H 1.574 -3.576 0.584
20 H 2.563 -3.984 2.140
21 H 3.361 -2.954 0.757
22 H 2.582 -0.265 3.942
23 H 2.316 1.968 0.724
24 H 2.606 1.399 2.498
25 H 1.759 0.510 -0.984
26 H 1.930 -1.351 -0.762
27 H -0.433 -2.825 -0.685
28 H -2.107 -2.003 -0.982
29 H -1.345 -1.811 0.735
30 H -1.243 -0.917 -3.035
31 H 0.170 0.330 -3.031
32 H 0.577 -1.587 -2.878
33 H -1.109 3.732 0.209
34 H 0.580 3.259 1.023
35 H 0.249 2.904 -0.805
36 H -2.910 2.519 0.671
37 H -2.131 2.179 2.365
38 H -2.960 0.724 1.494
39 H -0.733 -0.266 2.144
40 H 0.265 1.303 2.599
41 C -4.678 -0.039 -3.475
42 Cl -4.281 0.536 -5.100
43 Cl -4.841 -1.799 -3.446
44 H -3.880 0.256 -2.789
45 H -5.622 0.411 -3.159

Here are the Löwdin charges for atoms 1 to 2, given in e: number 1, C, carries -0.319; number 2, P, carries 0.942


Entry 4:
Molecular formula: C13H24ClN2NaO8S2Si
Method: DFT, ωB97M-V with the def2-TZVPD basis set

Output
orbital gap = 1.649 eV
F_max = 5.2 eV/Å
multiplicity = 1
HOMO = -4.134 eV
electronic energy = -2929.2907 a.u.

Cartesian coordinates (Å):
1 C -2.910 3.594 0.624
2 Si -1.767 2.039 0.675
3 C -1.980 1.178 -1.007
4 C -2.461 0.936 2.085
5 O -0.168 2.614 0.975
6 C 0.710 1.460 1.090
7 C 1.262 1.248 2.556
8 C 2.176 -0.008 2.716
9 C 3.564 0.098 3.199
10 N 4.290 -1.116 3.297
11 N 3.968 -2.391 2.993
12 C 2.729 -2.595 2.549
13 O 2.299 -3.895 2.204
14 C 1.768 -1.458 2.405
15 S 0.070 -1.858 1.837
16 H -3.886 3.266 1.089
17 H -2.438 4.432 1.209
18 H -3.074 3.934 -0.437
19 H -3.079 0.970 -1.214
20 H -1.648 1.860 -1.850
21 H -1.471 0.168 -1.058
22 H -3.486 1.318 2.368
23 H -2.582 -0.142 1.789
24 H -1.785 1.089 2.977
25 H 0.132 0.577 0.691
26 H 1.619 1.566 0.417
27 H 1.929 2.145 2.769
28 H 0.457 1.295 3.354
29 H 4.021 1.079 3.503
30 H 5.236 -0.999 3.667
31 H 2.192 -3.829 1.218
32 H -0.759 -1.386 2.831
33 C -2.164 5.808 -3.681
34 C -2.746 4.484 -3.198
35 O -3.798 4.553 -2.578
36 O -2.072 3.402 -3.501
37 H -2.798 6.643 -3.386
38 H -1.175 5.960 -3.257
39 H -2.083 5.801 -4.770
40 C -0.185 -5.369 -2.524
41 C 1.259 -5.558 -2.949
42 O 1.850 -4.262 -2.825
43 S 1.143 -3.472 -1.607
44 O 1.967 -3.614 -0.442
45 O 0.705 -2.213 -2.080
46 O -0.135 -4.441 -1.437
47 H -0.779 -4.924 -3.325
48 H -0.647 -6.303 -2.207
49 H 1.349 -5.926 -3.969
50 H 1.785 -6.236 -2.271
51 Na 3.722 -5.350 1.369
52 Cl -0.131 3.829 -2.881

Here are the Löwdin charges for atoms 1 to 2, given in e: number 1, C, carries -0.161; number 2, Si, carries 0.456


Entry 5:
Molecular formula: C13H24F6N2O5
Method: DFT, ωB97M-V with the def2-TZVPD basis set

Output
orbital gap = 9.065 eV
relative energy (zero: lowest compared OMol25 entry of this formula, charge and spin) = 3.062 eV
F_max = 3.4 eV/Å
multiplicity = 1
HOMO = -8.667 eV
SMILES = CCOC(=O)C(F)(F)F.CCOC(=O)C(F)(F)F.CCN[C@H](N)COC
electronic energy = -1594.5416 a.u.

Cartesian coordinates (Å):
1 C 4.212 3.411 1.878
2 C 2.863 4.102 1.958
3 O 2.082 3.830 0.783
4 C 1.470 2.604 0.739
5 O 1.563 1.760 1.628
6 C 0.641 2.459 -0.535
7 F 1.320 2.846 -1.653
8 F -0.492 3.218 -0.497
9 F 0.234 1.179 -0.764
10 H 4.734 3.692 0.958
11 H 4.835 3.677 2.736
12 H 4.101 2.323 1.858
13 H 3.011 5.186 1.996
14 H 2.314 3.819 2.863
15 C 3.946 -1.941 -2.024
16 C 3.186 -1.520 -0.779
17 O 3.980 -1.733 0.398
18 C 4.946 -0.794 0.650
19 O 5.155 0.183 -0.066
20 C 5.686 -1.114 1.948
21 F 6.065 -2.421 2.029
22 F 4.917 -0.872 3.048
23 F 6.823 -0.379 2.109
24 H 4.285 -2.978 -1.934
25 H 3.316 -1.848 -2.913
26 H 4.840 -1.327 -2.170
27 H 2.289 -2.138 -0.674
28 H 2.853 -0.477 -0.839
29 C -1.916 -0.238 0.155
30 C -2.071 -0.911 -1.333
31 N -3.489 -1.247 -1.740
32 C -4.223 -2.068 -0.704
33 N -5.009 -3.203 -1.394
34 C -5.264 -1.087 0.164
35 O -6.666 -1.489 -0.028
36 C -7.505 -0.387 -0.525
37 H -0.748 -0.216 0.402
38 H -2.260 0.897 0.211
39 H -2.415 -0.837 1.028
40 H -1.693 -0.087 -2.109
41 H -1.343 -1.826 -1.416
42 H -4.030 -0.416 -2.064
43 H -3.527 -2.564 0.110
44 H -4.330 -3.788 -1.963
45 H -5.391 -3.830 -0.623
46 H -4.955 -1.163 1.314
47 H -5.009 0.007 -0.162
48 H -8.251 -0.871 -1.317
49 H -6.930 0.465 -1.084
50 H -8.149 0.111 0.347

Here are the Löwdin charges for atoms 1 to 2, given in e: number 1, C, carries -0.058; number 2, C, carries -0.205